83
Properties=species:S:1:pos:R:3:mulliken_spin:R:1 method="wB97M-V/def2-TZVPD" e_tot_ev=-134113.995 e_homo_ev="0.567 / -1.467" total_charge=-2 s_squared=0.765 de_lowest_ev=1.533 homo_lumo_gap_ev="3.81 / 5.84" spin_multiplicity=2
Hg -1.05 -0.78 0.19 -0.0012
C -3.53 3.56 -2.96 0.0272
C -3.14 4.46 -1.80 0.0063
C -3.03 3.67 -0.47 0.0120
C -2.51 4.65 0.62 0.0773
C -2.34 3.96 1.97 -0.0018
C -4.42 3.19 -0.05 0.0504
O -5.41 3.93 -0.08 0.0331
N -4.50 1.92 0.42 -0.0242
C -3.47 0.98 0.46 0.1544
O -3.64 -0.11 1.06 0.1567
N -2.33 1.30 -0.16 -0.0303
C -2.10 2.50 -0.63 0.5159
O -0.94 2.82 -1.27 0.0376
H -3.63 4.14 -3.88 0.0003
H -4.47 3.06 -2.76 -0.0091
H -2.76 2.81 -3.12 -0.0142
H -3.89 5.25 -1.67 0.0017
H -2.17 4.93 -2.00 0.0022
H -3.22 5.47 0.71 0.0064
H -1.55 5.06 0.30 0.0015
H -3.29 3.55 2.31 -0.0031
H -1.98 4.66 2.72 0.0002
H -1.62 3.14 1.88 -0.0106
H -5.40 1.61 0.76 0.0009
Se -2.11 -2.12 -2.06 0.0003
C -3.54 -2.95 -1.11 0.0018
C -4.69 -2.24 -0.78 -0.0072
C -5.76 -2.88 -0.17 0.0057
C -5.70 -4.23 0.12 -0.0006
C -4.54 -4.94 -0.19 0.0011
C -3.47 -4.30 -0.79 -0.0014
H -4.74 -1.19 -1.01 0.0024
H -6.65 -2.32 0.07 0.0001
H -6.55 -4.74 0.56 -0.0001
H -4.49 -6.00 0.04 0.0002
H -2.57 -4.85 -1.03 -0.0001
C 2.22 -1.10 2.90 0.0001
Si 0.83 -2.41 2.84 -0.0011
C 1.67 -4.06 3.40 0.0002
C -0.47 -2.05 4.21 0.0002
C 0.09 -2.51 1.11 0.0028
H 2.47 -0.78 3.91 0.0000
H 1.90 -0.22 2.34 -0.0001
H 3.13 -1.47 2.44 0.0000
H 2.04 -4.00 4.42 0.0000
H 2.51 -4.30 2.76 0.0001
H 0.97 -4.89 3.35 0.0000
H 0.01 -1.97 5.19 0.0001
H -1.21 -2.84 4.26 -0.0001
H -0.99 -1.12 4.00 0.0006
H -0.58 -3.37 1.02 -0.0002
H 0.89 -2.65 0.38 -0.0003
C 6.44 0.25 -0.22 0.0001
C 5.10 0.96 -0.28 -0.0001
Sb 3.29 -0.27 -0.66 0.0002
C 4.25 -2.27 -0.42 0.0000
C 4.83 -2.95 -1.64 0.0000
C 3.42 -0.05 -2.85 0.0015
C 4.76 0.10 -3.55 0.0002
H 7.25 0.97 -0.15 0.0000
H 6.60 -0.36 -1.11 0.0000
H 6.50 -0.40 0.65 0.0000
H 5.09 1.71 -1.06 0.0003
H 4.92 1.48 0.66 0.0000
H 3.44 -2.89 -0.03 0.0001
H 5.00 -2.19 0.36 0.0000
H 4.11 -2.97 -2.45 0.0000
H 5.11 -3.98 -1.41 0.0000
H 5.73 -2.44 -1.99 0.0000
H 2.82 0.84 -3.03 -0.0003
H 2.87 -0.89 -3.27 0.0001
H 5.34 0.92 -3.12 0.0001
H 4.61 0.32 -4.61 0.0000
H 5.35 -0.82 -3.48 0.0000
S 1.63 3.11 -1.42 0.0052
C 1.88 2.93 0.33 -0.0021
C 1.10 1.94 0.81 -0.0007
N 0.38 1.21 -0.07 -0.0051
C 0.20 1.92 -1.24 -0.0016
H 2.49 3.65 0.84 -0.0007
H 1.09 1.65 1.85 0.0000
H 0.15 1.30 -2.15 0.0091